# 1
Computed, not measured: a gas-phase ion, C3H5N2 (charge +1) at a distorted geometry, with the ωB97M-V functional and the def2-TZVPD basis.

Structure (XYZ):
```
10
Properties=species:S:1:pos:R:3:nbo_charge:R:1
N 1.19 0.46 0.15 -0.744
C 0.07 0.07 -0.54 0.326
C -0.46 -1.25 -0.16 -0.342
C -0.90 0.04 0.76 0.340
N -0.96 0.95 -0.23 -0.529
H 1.04 1.32 0.74 0.440
H 2.09 0.10 -0.18 0.447
H 0.35 -1.90 0.14 0.272
H -1.30 -1.80 -0.58 0.295
H -1.12 2.01 -0.09 0.495
```

spin multiplicity	1
net charge	+1
LUMO energy	-0.2092	Ha
orbital gap	0.3672	hartree
largest force on an atom	0.051	Eh/bohr
E_HOMO	-0.5764	Eh
SMILES string	N[C@]12CC1=[NH+]2

---

# 2
Computed, not measured: a molecular structure, C40H58As2BrN3OSi3Sn at a distorted geometry, with the ωB97M-V functional and the def2-TZVPD basis.

Structure (XYZ):
```
109
Properties=species:S:1:pos:R:3:lowdin_charge:R:1
Sn -0.55 0.10 -0.50 0.944
O -7.26 1.43 -0.51 0.171
C -5.96 1.27 -0.48 -0.279
C -5.02 2.29 -0.32 0.036
C -3.68 1.98 -0.35 -0.183
N -3.19 0.75 -0.52 -0.087
C -4.10 -0.22 -0.66 -0.721
Br -3.42 -1.97 -0.91 0.812
C -5.46 -0.03 -0.66 -0.001
H -7.57 2.34 -0.39 0.159
H -5.34 3.31 -0.15 0.133
H -2.93 2.75 -0.23 0.053
H -6.14 -0.85 -0.79 0.135
C -0.39 -1.81 4.91 -0.006
C -0.96 -0.46 4.44 -0.569
C -0.23 0.71 5.12 -0.005
C -2.48 -0.38 4.70 0.001
C -0.78 -0.35 3.03 -0.117
N -0.64 -0.23 1.89 0.116
H -0.43 -1.85 6.00 0.113
H 0.66 -1.91 4.61 0.098
H -0.96 -2.64 4.51 0.073
H -0.41 0.65 6.19 0.114
H -0.61 1.67 4.77 0.074
H 0.84 0.66 4.95 0.098
H -2.66 -0.52 5.77 0.113
H -3.02 -1.16 4.16 0.099
H -2.88 0.59 4.41 0.091
C -0.67 3.38 -4.42 -0.187
Si -1.20 4.45 -2.95 0.688
C -3.05 4.49 -2.52 -0.188
C -0.32 6.10 -2.64 -0.165
As 0.06 2.84 -0.80 0.700
Si 2.53 3.02 -1.50 0.429
C 2.63 1.79 -2.96 -0.209
C 3.60 2.52 -0.01 -0.210
C 2.97 4.79 -2.06 -0.181
Si -0.18 3.84 1.64 0.485
C -0.20 5.71 1.28 -0.191
C 1.29 3.19 2.65 -0.198
C -1.87 3.27 2.34 -0.204
H -1.22 3.68 -5.31 0.054
H -0.86 2.32 -4.27 0.032
H 0.39 3.50 -4.64 0.024
H -3.54 5.19 -3.21 0.057
H -3.24 4.85 -1.52 0.032
H -3.54 3.53 -2.65 0.025
H -0.85 6.89 -3.18 0.063
H 0.69 6.10 -3.02 0.017
H -0.30 6.39 -1.60 0.019
H 2.17 0.84 -2.73 -0.006
H 3.67 1.60 -3.23 0.044
H 2.16 2.18 -3.86 0.018
H 3.18 1.68 0.55 -0.004
H 3.73 3.35 0.68 0.032
H 4.59 2.24 -0.34 0.044
H 2.67 4.99 -3.09 0.030
H 4.05 4.92 -2.03 0.057
H 2.55 5.57 -1.42 0.026
H 0.67 6.04 0.72 0.025
H -0.19 6.27 2.21 0.056
H -1.09 6.02 0.74 0.030
H 2.22 3.69 2.37 0.024
H 1.44 2.12 2.53 0.013
H 1.14 3.39 3.70 0.044
H -2.69 3.85 1.94 0.032
H -1.89 3.43 3.41 0.042
H -2.07 2.21 2.16 -0.007
C -1.99 -6.19 2.34 -0.006
C -2.29 -6.26 0.99 -0.020
C -1.85 -5.29 0.12 -0.076
C -1.05 -4.26 0.61 -0.370
C -0.76 -4.16 1.97 -0.112
C -1.22 -5.14 2.83 -0.037
As -0.09 -3.11 -0.63 1.344
C -0.07 -3.93 -2.38 -0.310
C -1.11 -4.03 -3.30 -0.089
C -0.91 -4.74 -4.47 -0.031
C 0.32 -5.32 -4.73 -0.006
C 1.36 -5.24 -3.80 0.025
C 1.18 -4.53 -2.62 -0.182
C 2.16 -4.42 -1.52 -0.179
C 3.40 -5.04 -1.48 0.021
C 4.19 -4.93 -0.34 -0.017
C 3.75 -4.23 0.77 -0.060
C 2.52 -3.60 0.74 -0.102
C 1.73 -3.71 -0.39 -0.322
H -2.37 -6.94 3.02 0.133
H -2.88 -7.09 0.61 0.131
H -2.09 -5.35 -0.94 0.110
H -0.16 -3.34 2.33 0.078
H -0.98 -5.09 3.88 0.120
H -2.07 -3.57 -3.10 0.076
H -1.71 -4.83 -5.19 0.126
H 0.48 -5.85 -5.65 0.132
H 2.29 -5.75 -4.00 0.126
H 3.75 -5.64 -2.30 0.127
H 5.16 -5.40 -0.32 0.130
H 4.36 -4.18 1.66 0.123
H 2.16 -3.04 1.60 0.105
C 5.32 -0.95 0.43 -0.039
C 4.49 -0.96 -0.86 -0.179
C 3.10 -0.76 -0.64 -0.206
N 1.98 -0.52 -0.47 0.070
H 6.37 -0.90 0.16 0.100
H 5.16 -1.87 0.99 0.064
H 5.09 -0.10 1.06 0.078
H 4.61 -1.92 -1.39 0.137
H 4.83 -0.17 -1.53 0.131
```

spin multiplicity	1
net charge	+4
LUMO energy (spin up / spin down)	-0.4881 / -0.4910	Ha
orbital gap (spin up / spin down)	0.1547 / 0.1518	hartree
largest force on an atom	0.032	Eh/bohr
E_HOMO (spin up / spin down)	-0.6428 / -0.6427	Eh